1.
Entry from the OMol25 dataset: a structure of composition C20H28N6PdSbTe (ωB97M-V with the def2-TZVPD basis set).

## Properties
* net charge: +1
* energy above the lowest of the compared OMol25 structures with the same formula, charge and spin: 0.000 eV
* E: -1743.48857 Ha
* E_HOMO: -10.1 eV

Atoms and positions in Å:
Te1 -1.125 0.241 -2.988
Sb1 1.591 -0.781 -1.464
Pd1 -0.637 -0.125 -0.484
N1 -1.591 -0.866 3.565
N2 -2.706 -0.260 0.212
N3 1.614 0.882 1.895
N4 -0.449 -0.120 1.643
N5 -0.399 -1.064 5.511
N6 0.646 -0.066 3.739
C1 1.187 3.674 -4.362
C2 -0.433 -0.668 4.240
C3 -0.082 2.959 -1.999
C4 0.586 0.217 2.447
C5 -2.789 -0.658 1.492
C6 0.495 2.473 -4.283
C7 0.630 4.149 -2.075
C8 -0.136 2.106 -3.099
C9 2.221 -2.673 0.832
C10 -5.049 -0.612 -0.012
C11 1.450 -2.513 -2.699
C12 -3.976 -1.064 2.070
C13 -5.130 -1.042 1.299
C14 2.787 -3.187 -2.983
C15 2.904 -1.565 0.036
C16 1.268 4.507 -3.255
C17 -3.814 -0.235 -0.521
C18 -1.536 -0.570 2.292
C19 2.814 0.586 -2.552
C20 4.304 0.409 -2.280
H1 -3.700 0.099 -1.545
H2 0.426 -0.900 6.061
H3 4.656 -0.588 -2.550
H4 3.785 -1.934 -0.489
H5 1.918 -3.504 0.191
H6 0.459 1.818 -5.145
H7 1.671 3.953 -5.288
H8 1.474 1.319 0.999
H9 1.815 5.439 -3.316
H10 -5.922 -0.566 -0.647
H11 4.878 1.129 -2.864
H12 3.271 -3.543 -2.073
H13 4.549 0.572 -1.229
H14 0.670 4.808 -1.216
H15 2.474 1.591 -2.304
H16 3.223 -0.752 0.684
H17 -3.977 -1.376 3.103
H18 1.325 -2.310 1.338
H19 -1.216 -1.475 5.926
H20 0.964 -2.174 -3.613
H21 3.478 -2.512 -3.491
H22 -0.606 2.702 -1.086
H23 2.644 -4.051 -3.633
H24 0.754 -3.191 -2.200
H25 2.891 -3.076 1.593
H26 2.309 1.254 2.520
H27 -6.076 -1.351 1.722
H28 2.570 0.423 -3.602

Atomic forces in eV per Å
0.007 0.015 0.036
0.053 -0.075 0.038
-0.123 0.077 -0.066
0.008 -0.019 -0.010
0.015 -0.029 0.060
-0.004 0.001 0.005
0.016 -0.020 0.005
0.013 -0.016 -0.011
0.006 -0.017 -0.002
0.000 0.000 -0.005
-0.031 0.060 0.025
0.005 0.001 -0.009
0.015 -0.004 -0.010
0.018 0.004 -0.007
0.002 0.001 0.001
-0.002 0.002 0.000
-0.015 -0.017 0.003
-0.004 -0.003 0.014
-0.003 0.004 -0.008
0.011 0.004 -0.021
-0.019 -0.003 -0.008
0.026 0.003 0.013
-0.001 0.005 -0.001
-0.016 0.021 0.005
-0.002 0.001 0.001
0.004 0.005 -0.022
-0.003 0.004 -0.014
0.022 0.002 0.005
-0.002 -0.002 0.001
0.000 0.003 0.002
-0.001 -0.001 0.001
0.004 0.002 0.001
0.001 -0.003 -0.003
0.006 0.003 -0.009
0.000 0.000 0.000
0.000 0.000 0.000
-0.001 -0.001 -0.001
0.000 0.000 0.001
-0.003 -0.006 0.005
-0.002 -0.001 -0.004
-0.001 -0.003 0.001
0.000 0.000 0.000
0.000 -0.001 0.000
-0.002 -0.002 0.000
0.000 0.004 -0.006
-0.006 0.000 0.001
0.001 -0.002 0.001
0.000 -0.002 -0.002
-0.001 -0.005 -0.003
0.003 0.000 0.002
0.004 -0.002 0.001
-0.001 0.000 0.000
-0.003 0.004 -0.001
0.003 0.002 -0.002
0.003 -0.002 -0.004
-0.001 0.000 0.000
0.004 0.006 0.000

=====

2.
Entry from the OMol25 dataset: a structure of composition C20H28N9O2RuS3 at a distorted geometry (ωB97M-V with the def2-TZVPD basis set).

## Properties
* net charge: +3
* <S²>: 6.018
* energy above the lowest of the compared OMol25 structures with the same formula, charge and spin: 0.000 eV
* E: -2710.79414 Ha
* 2S+1: 5
* E_HOMO (spin up / spin down): -16.3 / -16.3 eV

Atoms and positions in Å:
Ru1 -0.110 0.264 -0.088
S1 -1.063 3.027 -3.673
S2 2.424 1.435 -0.617
S3 -2.683 2.980 2.550
O1 2.426 -1.619 2.710
O2 0.868 -1.080 -1.436
N1 4.342 1.619 1.226
N2 -1.243 1.608 0.967
N3 0.438 0.800 -3.593
N4 -0.673 1.561 -1.632
N5 -1.992 -1.097 -0.461
N6 0.146 -3.237 -1.313
N7 0.713 -0.527 1.487
N8 3.352 3.588 0.581
N9 -1.284 0.781 3.192
C1 1.592 -1.085 2.103
C2 -1.990 -2.439 -0.348
C3 3.463 2.278 0.533
C4 -0.353 1.660 -2.931
C5 -1.816 2.654 0.205
C6 -2.597 3.467 0.894
C7 -4.356 -2.537 -0.675
C8 2.103 4.292 0.217
C9 4.678 0.205 0.967
C10 -3.166 -0.481 -0.674
C11 4.548 4.451 0.726
C12 -0.663 -3.100 -0.098
C13 0.856 -2.283 -1.867
C14 -1.472 2.652 -1.217
C15 -4.363 -1.158 -0.790
C16 1.660 -2.624 -3.083
C17 -1.641 1.656 2.249
C18 -1.769 3.514 -2.177
C19 -3.149 -3.182 -0.451
C20 5.030 2.226 2.389
H1 -3.150 4.319 0.538
H2 2.182 4.731 -0.777
H3 2.412 -1.859 -3.257
H4 4.539 5.157 -0.102
H5 0.190 -4.146 -1.755
H6 0.643 0.925 -4.568
H7 -3.112 -4.258 -0.345
H8 -0.811 -4.098 0.306
H9 4.421 3.030 2.796
H10 6.015 2.599 2.119
H11 5.758 0.122 0.869
H12 -5.279 -0.612 -0.965
H13 1.248 3.611 0.258
H14 5.454 3.852 0.660
H15 -2.365 4.408 -2.109
H16 -0.093 -2.536 0.630
H17 0.837 0.028 -3.097
H18 -0.687 0.016 2.938
H19 -3.138 0.597 -0.766
H20 -1.619 0.851 4.136
H21 4.347 -0.405 1.806
H22 -5.275 -3.102 -0.754
H23 0.998 -2.685 -3.950
H24 4.219 -0.146 0.037
H25 2.156 -3.589 -2.975
H26 5.139 1.442 3.134
H27 4.528 4.995 1.667
H28 1.943 5.088 0.938

Atomic forces in eV per Å
-0.987 0.044 -0.419
-0.041 0.282 -0.438
0.426 0.097 -0.056
-0.258 0.267 0.340
0.185 -0.090 0.212
0.079 -0.283 -0.154
0.704 -0.628 0.457
0.255 -0.163 -0.311
-0.469 0.577 0.316
0.221 0.041 0.059
-0.377 -0.060 0.082
-0.095 -0.194 0.099
0.453 -0.320 0.667
-0.346 0.989 -0.092
-0.261 0.460 -0.478
-0.329 0.256 -0.505
0.076 0.223 -0.017
-0.299 -0.230 -0.339
-0.040 -0.295 0.294
0.831 -0.882 -0.408
-0.576 0.577 0.472
-0.058 -0.037 0.001
0.266 -0.193 -0.005
-0.087 0.233 -0.004
0.210 -0.013 -0.074
-0.148 0.004 -0.176
0.045 -0.141 -0.049
0.053 0.551 0.154
0.549 -0.992 0.704
-0.043 -0.009 -0.014
0.030 -0.003 0.031
0.111 -0.251 -0.101
-0.265 0.561 -0.567
-0.076 -0.103 0.010
-0.138 -0.329 0.021
-0.055 0.047 0.055
0.022 -0.015 -0.034
0.011 -0.005 -0.017
-0.003 0.055 -0.005
-0.029 0.034 0.067
-0.008 0.062 -0.133
0.006 0.022 -0.006
-0.004 -0.028 -0.047
0.054 -0.114 0.008
0.011 -0.091 0.064
0.052 -0.033 -0.054
0.003 0.009 0.001
0.146 0.049 0.033
-0.176 0.194 -0.106
-0.011 0.055 -0.076
0.043 0.036 0.062
0.114 -0.283 0.211
0.238 -0.222 -0.072
-0.011 -0.016 0.015
-0.087 0.078 0.084
0.004 -0.004 -0.021
0.013 -0.003 -0.001
0.008 0.025 0.000
0.090 0.092 0.164
-0.021 0.003 -0.004
-0.001 0.011 0.028
-0.004 0.035 0.006
-0.003 0.065 0.064

=====

3.
Entry from the OMol25 dataset: the ion C20H28NO2 with charge +1 at a distorted geometry (ωB97M-V with the def2-TZVPD basis set).

## Properties
* net charge: +1
* SMILES: COCC[NH+](CCOC)[C@H](c1ccccc1)c1ccc(C)cc1
* energy above the lowest of the compared OMol25 structures with the same formula, charge and spin: 2.137 eV
* E: -983.85141 Ha
* E_HOMO: -11.9 eV

Atoms and positions in Å:
O1 -2.645 3.036 -0.216
O2 1.000 1.866 -1.676
N1 -0.780 0.201 -0.430
C1 -0.981 0.407 4.116
C2 -3.348 4.099 0.442
C3 2.204 -3.691 -1.231
C4 1.753 -2.099 0.559
C5 0.452 -1.928 0.077
C6 -2.478 1.877 0.590
C7 -0.027 -2.837 -0.892
C8 -1.176 -0.277 2.917
C9 1.226 1.076 3.359
C10 0.199 1.129 -2.587
C11 0.850 -3.661 -1.580
C12 1.836 2.804 -2.369
C13 2.635 -2.934 -0.136
C14 -0.533 -0.880 0.559
C15 -0.216 -0.224 1.901
C16 1.003 0.433 2.132
C17 0.218 1.098 4.335
C18 -2.251 0.658 -0.310
C19 3.140 -4.559 -2.024
C20 -0.478 -0.052 -1.914
H1 -1.646 2.013 1.311
H2 2.935 -4.440 -3.096
H3 0.841 0.729 -3.394
H4 -1.433 -0.254 -2.407
H5 -1.102 -2.846 -1.107
H6 -4.274 3.763 0.946
H7 -3.391 1.658 1.190
H8 -2.799 -0.208 0.096
H9 -2.575 0.891 -1.334
H10 0.476 -4.304 -2.380
H11 4.181 -4.281 -1.836
H12 1.252 3.540 -2.955
H13 3.031 -5.630 -1.797
H14 1.802 0.389 1.389
H15 2.528 2.304 -3.075
H16 3.667 -3.026 0.204
H17 -0.560 1.773 -3.068
H18 -1.487 -1.417 0.669
H19 -2.068 -0.885 2.759
H20 2.413 3.325 -1.600
H21 -1.744 0.364 4.899
H22 -2.716 4.604 1.191
H23 2.054 -1.613 1.486
H24 -3.607 4.806 -0.350
H25 0.393 1.611 5.284
H26 0.188 -0.909 -2.021
H27 -0.172 0.991 -0.192
H28 2.211 1.514 3.566

Atomic forces in eV per Å
-0.327 -0.515 0.466
-0.195 -0.267 -0.477
-0.926 1.043 -1.702
0.260 -0.029 0.089
0.146 0.103 -0.021
0.030 0.115 0.060
-0.139 0.069 -0.445
-0.074 -0.749 0.132
-0.207 0.223 0.270
0.234 0.427 0.093
0.186 0.119 -0.076
-0.124 -0.193 -0.078
-0.004 0.743 -0.491
-0.337 -0.073 0.297
0.160 0.186 -0.085
-0.214 -0.292 0.131
0.539 -1.587 1.479
0.031 -0.084 0.077
-0.202 0.171 0.400
0.092 -0.211 -0.232
0.340 0.300 0.055
0.245 -0.092 -0.185
0.335 -0.473 0.286
-0.299 -0.081 -0.253
0.124 -0.040 0.234
-0.315 0.066 0.218
0.344 -0.233 0.061
0.399 0.036 -0.172
0.357 -0.105 -0.304
0.417 0.332 -0.318
0.224 0.426 -0.448
-0.122 0.018 0.572
0.137 0.129 0.265
-0.141 -0.081 -0.065
0.028 -0.339 0.385
-0.064 0.340 0.065
-0.311 0.298 0.148
-0.327 0.009 0.434
-0.270 0.008 -0.077
0.310 0.069 0.240
0.275 0.260 -0.066
0.063 0.267 0.087
-0.118 -0.085 -0.207
0.293 0.053 -0.305
-0.093 -0.189 -0.227
0.149 -0.051 -0.493
0.035 -0.074 0.246
-0.089 -0.184 -0.347
-0.338 0.169 0.340
0.052 0.116 0.072
-0.571 -0.071 -0.128

=====

4.
Entry from the OMol25 dataset: a structure of composition C20H28NO2STi at a distorted geometry (ωB97M-V with the def2-TZVPD basis set).

## Properties
* net charge: +1
* energy above the lowest of the compared OMol25 structures with the same formula, charge and spin: 0.009 eV
* E: -2231.52929 Ha
* E_HOMO: -11.2 eV

Atoms and positions in Å:
Ti1 -0.061 0.118 2.436
S1 1.654 -2.905 5.492
O1 0.218 -1.244 -3.097
O2 -0.122 -0.219 0.306
N1 0.731 -1.349 3.410
C1 -2.286 -0.364 1.855
C2 1.090 -2.021 4.339
C3 -1.883 0.864 3.781
C4 1.722 1.002 3.787
C5 -1.681 -0.500 4.083
C6 -2.270 0.965 2.408
C7 1.174 -0.607 -0.320
C8 1.222 -2.125 -5.150
C9 -1.631 -0.021 -1.541
C10 -0.226 -0.397 -4.215
C11 -0.812 2.082 -0.593
C12 1.392 1.858 1.665
C13 2.199 0.968 2.438
C14 0.362 -0.896 -5.543
C15 -1.888 -1.271 2.888
C16 1.011 -2.316 -3.633
C17 -0.449 0.651 -0.865
C18 0.641 1.923 3.854
C19 0.393 2.421 2.531
C20 1.051 0.503 -1.346
H1 -2.726 -0.650 0.905
H2 -1.530 2.140 0.232
H3 0.095 0.642 -4.022
H4 -1.287 2.501 -1.494
H5 2.286 -1.940 -5.348
H6 -1.828 0.379 -2.544
H7 -1.532 -1.112 -1.587
H8 2.020 -0.547 0.378
H9 -0.465 -1.165 -6.212
H10 2.167 0.495 4.644
H11 -1.868 -2.352 2.784
H12 0.076 2.681 -0.376
H13 1.977 -2.295 -3.114
H14 -2.521 0.201 -0.926
H15 1.643 2.218 0.669
H16 -1.852 1.666 4.511
H17 -1.475 -0.863 5.090
H18 3.089 0.436 2.091
H19 1.203 0.162 -2.361
H20 0.175 2.276 4.776
H21 -2.608 1.855 1.888
H22 -0.337 3.178 2.244
H23 0.506 -3.269 -3.414
H24 1.038 -1.598 -0.741
H25 1.671 1.371 -1.099
H26 -1.330 -0.393 -4.254
H27 0.951 -0.100 -6.016
H28 0.913 -3.034 -5.677

Atomic forces in eV per Å
-0.541 1.093 0.942
0.075 -0.300 0.602
-0.326 -0.213 -2.522
1.111 0.018 1.081
0.560 -1.138 0.417
-0.665 0.249 1.562
-0.095 0.607 -1.480
-0.535 -0.537 -0.350
0.032 0.888 -0.330
-0.278 0.060 -0.445
0.102 -1.006 -0.238
-0.110 0.238 0.042
-0.013 0.155 0.174
-0.447 -0.286 0.118
-0.265 0.131 0.284
-0.083 0.475 0.313
0.263 0.414 1.198
-0.439 0.439 0.127
-0.090 -0.258 0.395
-0.782 0.893 -0.242
0.100 -0.279 0.081
0.593 0.198 -0.920
0.540 -0.193 -0.406
0.947 -0.275 -0.315
-0.507 -0.231 0.084
0.613 0.088 0.139
0.157 0.188 -0.290
-0.092 -0.343 0.140
0.147 -0.187 0.297
-0.329 -0.121 -0.081
0.125 -0.087 0.498
0.074 0.424 -0.120
-0.452 -0.212 -0.161
0.377 0.014 0.061
-0.264 0.051 -0.420
0.203 0.317 0.124
-0.441 0.070 0.041
-0.124 -0.141 0.032
0.294 0.059 -0.306
-0.359 -0.504 0.383
-0.012 -0.194 -0.355
0.253 -0.067 -0.513
-0.513 0.118 0.174
0.161 0.372 0.251
0.085 -0.367 -0.501
0.200 -0.143 0.235
0.262 -0.322 0.155
0.162 0.275 -0.016
0.149 -0.084 0.099
-0.357 -0.117 -0.147
0.506 -0.159 0.069
-0.129 -0.354 0.062
0.156 0.286 -0.021

=====

Q: Look up the net charge of the third one.
A: +1

=====

Q: The highest net charge belongs to which entry?
A: C20H28N9O2RuS3

=====

Q: Which of these has the highest E?
A: C20H28NO2

=====

Q: Which value of energy above the lowest of the compared OMol25 structures with the same formula, charge and spin does entry 1 give?
A: 0.000 eV